Entry from OMol25: 2 unconnected molecules or ions with the total composition C13H21NO at a distorted geometry (ωB97M-V/def2-TZVPD).

ORCA input file:
```
! RIJCOSX wB97M-V def2-TZVPD def2/J DEFGRID3
* xyz 0 1
C 1.851 -0.991 -2.450
C 2.198 -0.528 -1.052
N 3.486 -1.013 -0.528
C 4.568 -0.901 -1.465
C 3.671 -0.344 0.774
C 4.777 -0.710 1.789
O 2.817 0.442 1.107
H 2.822 -1.403 -2.902
H 1.650 -0.161 -3.246
H 1.057 -1.737 -2.510
H 2.200 0.594 -1.075
H 1.435 -0.648 -0.187
H 5.693 -0.975 -1.068
H 4.496 -1.403 -2.361
H 4.661 0.217 -1.772
H 5.721 -0.726 1.241
H 4.972 0.112 2.481
H 4.541 -1.682 2.186
C -2.467 -1.942 -0.567
C -1.785 -0.574 -0.513
C -2.843 0.413 0.036
C -3.564 1.325 -0.689
C -4.416 2.237 -0.111
C -4.505 2.196 1.297
C -3.744 1.365 2.076
C -2.928 0.417 1.426
H -3.556 -1.967 -0.642
H -2.213 -2.589 0.288
H -2.007 -2.592 -1.354
H -1.007 -0.672 0.241
H -1.560 -0.204 -1.523
H -3.484 1.390 -1.816
H -5.049 2.969 -0.601
H -5.218 2.875 1.722
H -3.865 1.416 3.186
H -2.562 -0.432 2.036
*
```

Computed properties:
- structure (SMILES) = CCN(C)C(C)=O.CCc1ccccc1
- energy relative to the best compared isomer or geometry (same formula, charge and spin) (eV) = 2.489
- DFT total energy (eV) = -17357.01605
- LUMO energy (Ha) = 0.0309

Which charges does Löwdin predict for the atoms? In e, they are:
1. C -0.093
2. C -0.271
3. N -0.122
4. C -0.112
5. C -0.435
6. C 0.011
7. O 0.049
8. H 0.064
9. H 0.106
10. H 0.058
11. H 0.119
12. H 0.131
13. H 0.126
14. H 0.023
15. H 0.119
16. H 0.058
17. H 0.085
18. H 0.079
19. C -0.117
20. C -0.191
21. C -0.259
22. C -0.076
23. C -0.081
24. C -0.117
25. C -0.088
26. C -0.049
27. H 0.077
28. H 0.069
29. H 0.073
30. H 0.094
31. H 0.109
32. H 0.130
33. H 0.102
34. H 0.089
35. H 0.115
36. H 0.124

=====

Entry from OMol25: 2 unconnected molecules or ions with the total composition CH6N2S at a distorted geometry (ωB97M-V/def2-TZVPD).

ORCA input file:
```
! RIJCOSX wB97M-V def2-TZVPD def2/J DEFGRID3
* xyz 0 1
C 2.476 -0.039 0.036
N -3.333 -0.974 -0.018
N -1.234 0.381 -0.175
S -2.717 0.492 0.078
H 1.925 -0.549 -0.758
H 1.832 0.085 0.883
H 2.453 0.948 -0.270
H -4.309 -1.140 -0.105
H 3.445 -0.265 0.324
H -0.538 1.062 0.005
*
```

Computed properties:
- energy relative to the best compared isomer or geometry (same formula, charge and spin) (eV) = 2.421
- DFT total energy (eV) = -14947.16623
- LUMO energy (Ha) = -0.0140

Which charges does Löwdin predict for the atoms? In e, they are:
1. C -0.035
2. N -0.341
3. N -0.363
4. S 0.783
5. H 0.037
6. H 0.008
7. H -0.017
8. H -0.045
9. H -0.002
10. H -0.025

=====

Entry from OMol25: a single C5H10N2 molecule at a distorted geometry (ωB97M-V/def2-TZVPD).

ORCA input file:
```
! RIJCOSX wB97M-V def2-TZVPD def2/J DEFGRID3
* xyz 0 1
C -1.687 -1.407 1.124
N -1.540 -0.150 1.114
C -0.914 0.462 0.001
C -1.430 0.483 -1.226
C 0.383 1.160 0.356
C 1.576 0.220 0.511
N 1.809 -0.607 -0.665
H -2.346 -1.843 1.875
H -1.090 -2.116 0.546
H -1.166 1.280 -1.914
H -1.866 -0.346 -1.776
H 0.556 1.750 -0.554
H 0.303 1.967 1.091
H 2.466 0.856 0.504
H 1.641 -0.365 1.427
H 1.052 -1.195 -0.971
H 2.252 -0.150 -1.443
*
```

Computed properties:
- structure (SMILES) = C=NC(=C)CCN
- energy relative to the best compared isomer or geometry (same formula, charge and spin) (eV) = 2.332
- DFT total energy (eV) = -8325.00088
- LUMO energy (Ha) = 0.0356

Which charges does Löwdin predict for the atoms? In e, they are:
1. C -0.032
2. N 0.052
3. C -0.414
4. C 0.037
5. C -0.167
6. C -0.273
7. N -0.008
8. H 0.068
9. H 0.081
10. H 0.055
11. H 0.061
12. H 0.103
13. H 0.111
14. H 0.108
15. H 0.104
16. H 0.049
17. H 0.063